The following is a quantum chemistry calculation of a 2-piece molecular cluster, C5H14 overall in a non-equilibrium geometry, from OMol25.

## Properties
SMILES: CCC.CC
HOMO energy: -0.419 Eh
DFT total energy: -198.87639 Ha
Relative energy (zero: lowest compared OMol25 entry of this formula, charge and spin): 33.5 kJ/mol
Orbital gap: 0.45862 hartree

Each line ends with the Mulliken charge.
Element x y z (Å)
C: -0.91936 -1.94503 0.80615  -1.29
C: 0.13065 -0.87239 1.07116  0.17
C: -0.36137 1.74576 -1.13287  -0.74
C: 1.32075 -1.47087 1.86709  -1.25
C: -0.15679 2.45289 -2.47102  -1.02
H: -1.19714 -2.48980 1.70853  0.36
H: -1.13444 2.10289 -0.46136  0.35
H: 0.60347 1.60609 -0.65397  0.29
H: 2.23551 -0.93894 1.61625  0.36
H: -0.26408 -0.00892 1.60751  0.30
H: -0.60767 0.69706 -1.33470  0.22
H: 1.13528 -1.39345 2.93427  0.32
H: -0.50966 -2.66186 0.08683  0.33
H: 0.54894 -0.55771 0.12022  0.02
H: 1.47652 -2.50317 1.55093  0.31
H: -1.12876 2.56745 -2.96803  0.30
H: 0.31633 1.74541 -3.14332  0.29
H: 0.28687 3.44354 -2.43493  0.30
H: -1.82364 -1.56398 0.33731  0.35